(1)
Formula: C24H25Cl2N2O6PtSb
Source: OMol25
Level of theory: the ωB97M-V functional and the def2-TZVPD basis

Each line ends with the natural charge from an NBO analysis.
CARTESIAN COORDINATES (ANGSTROEM)
Pt: 0.120945 0.115030 0.239699  0.633
O: 2.707356 5.316705 0.398659  -0.677
C: 1.450158 5.620526 0.111438  0.776
O: 1.003986 6.728055 0.269632  -0.586
C: 0.608985 4.519546 -0.441341  -0.279
C: -0.672956 4.673696 -0.938209  0.168
Cl: -1.661384 6.047795 -1.038774  0.108
N: -1.122925 3.450560 -1.306670  -0.206
N: -0.200314 2.505799 -1.076062  -0.267
C: 0.843069 3.128855 -0.557098  0.025
C: 2.048386 2.326165 -0.167757  0.783
O: 3.116560 2.906200 0.014627  -0.641
O: 1.901192 1.059719 -0.025787  -0.710
C: -2.385473 3.051665 -1.846080  0.195
C: -2.897056 3.673150 -2.973894  -0.221
C: -4.105851 3.231677 -3.490155  -0.203
C: -4.779737 2.176507 -2.891810  -0.203
C: -4.250566 1.558143 -1.767329  -0.187
C: -3.049928 1.998211 -1.233272  -0.239
H: 2.917681 4.366411 0.197045  0.496
H: -2.351041 4.479016 -3.443971  0.229
H: -4.515625 3.706881 -4.371289  0.222
H: -5.719749 1.834114 -3.303627  0.220
H: -4.774694 0.735812 -1.298308  0.227
H: -2.627345 1.534120 -0.350184  0.240
Cl: 2.839054 -2.640368 -4.075251  0.020
C: 1.517725 -2.451577 -2.970449  -0.060
C: 0.961213 -3.581226 -2.379033  -0.195
C: -0.085730 -3.449509 -1.485706  -0.166
C: -0.582618 -2.189309 -1.178673  -0.120
C: -0.031193 -1.066442 -1.805381  -0.342
C: 1.029755 -1.188822 -2.698514  -0.124
C: -1.650287 -2.032362 -0.124875  0.756
O: -2.478582 -2.888803 0.071657  -0.600
O: -1.573831 -0.907071 0.553516  -0.730
H: 1.364051 -4.556008 -2.617834  0.235
H: -0.523083 -4.315033 -1.006246  0.244
H: -0.536700 -0.088064 -1.748736  0.256
H: 1.457542 -0.316006 -3.171480  0.233
C: -0.653871 -1.863097 3.877706  -0.624
C: -1.039857 -0.387724 3.851084  -0.736
Sb: 0.272688 0.767240 2.649926  1.399
C: 2.248820 0.541383 3.394049  -0.740
C: 2.942832 -0.685309 2.808399  -0.626
C: -0.233556 2.799861 3.036414  -0.737
C: 0.374142 3.334449 4.329628  -0.624
H: -1.391431 -2.438198 4.438265  0.224
H: 0.316715 -2.018568 4.351515  0.202
H: -0.615565 -2.275595 2.868318  0.227
H: -1.060269 0.050391 4.850173  0.226
H: -2.022384 -0.254027 3.397084  0.247
H: 2.192387 0.512362 4.483437  0.229
H: 2.777941 1.452382 3.110132  0.243
H: 2.416153 -1.608972 3.051580  0.205
H: 3.957772 -0.767333 3.199411  0.220
H: 3.004901 -0.605487 1.722744  0.237
H: -1.323443 2.845156 3.053688  0.234
H: 0.098754 3.372439 2.169209  0.237
H: 0.097676 2.725162 5.192690  0.203
H: 0.027936 4.350468 4.521940  0.229
H: 1.462540 3.364616 4.275963  0.215

Forces on atoms 1 to 2 (eV/Å):
0.1842 -0.2152 0.5841
-0.4451 0.8238 0.1517

Output
- DFT total energy (eV) = -75388.890
- orbital gap (eV) = 8.458
- max |F| (eV/A) = 0.949
- multiplicity = 1
- charge = 0
- ΔE to the lowest compared entry with this formula, charge and spin (kJ/mol) = 0.0



(2)
Formula: C24H25ClN2O4S
Source: OMol25
Level of theory: the ωB97M-V functional and the def2-TZVPD basis

Each line ends with the natural charge from an NBO analysis.
CARTESIAN COORDINATES (ANGSTROEM)
C: -0.669355 -3.671595 -2.363618  -0.614
C: -1.313996 -3.503083 -0.995259  -0.221
N: -1.231233 -2.132348 -0.510078  -0.714
C: -2.039870 -1.155287 -1.141764  0.220
C: -3.305350 -0.839008 -0.662336  -0.269
C: -4.033952 0.180311 -1.250386  -0.183
C: -3.514302 0.882104 -2.324620  -0.213
C: -2.260477 0.558233 -2.815532  -0.205
C: -1.522119 -0.451984 -2.225020  -0.266
S: -1.228356 -2.054018 1.176397  2.324
O: -0.009040 -2.680430 1.595203  -0.948
O: -2.444606 -2.560408 1.748159  -0.943
C: -1.148573 -0.281120 1.401838  -0.341
C: -2.073195 0.374228 2.192456  -0.154
C: -2.047455 1.755911 2.261377  -0.232
C: -1.110566 2.465271 1.518427  -0.006
Cl: -1.128052 4.179287 1.558644  0.052
C: -0.180866 1.802101 0.717111  -0.080
C: 0.863787 2.531834 -0.084872  0.657
O: 1.643341 3.320417 0.399018  -0.599
N: 0.824879 2.205669 -1.395481  -0.614
C: 1.892219 2.558121 -2.303548  -0.222
C: 2.649288 1.305022 -2.773498  -0.425
C: 2.980308 0.418307 -1.603231  -0.076
C: 2.374317 -0.818476 -1.448504  -0.157
C: 2.609710 -1.614353 -0.337745  -0.355
C: 3.473101 -1.167361 0.656750  0.384
O: 3.779085 -1.847557 1.787436  -0.508
C: 3.172890 -3.104639 2.005895  -0.268
C: 4.098694 0.073276 0.500222  -0.267
C: 3.853776 0.850275 -0.609032  -0.185
C: -0.199297 0.413766 0.682021  -0.193
H: 0.364356 -3.337975 -2.336215  0.209
H: -1.209080 -3.100774 -3.115528  0.211
H: -0.689851 -4.721384 -2.643826  0.223
H: -2.360593 -3.835684 -1.025108  0.191
H: -0.784117 -4.101982 -0.251458  0.226
H: -3.703676 -1.393860 0.172700  0.246
H: -5.014114 0.423922 -0.869356  0.219
H: -4.084550 1.676792 -2.780694  0.220
H: -1.855152 1.098058 -3.659212  0.217
H: -0.542341 -0.708259 -2.597034  0.219
H: -2.802489 -0.205100 2.736190  0.246
H: -2.755344 2.291346 2.873661  0.236
H: 0.162216 1.509341 -1.703293  0.402
H: 2.555660 3.222858 -1.747316  0.235
H: 1.485462 3.099692 -3.163723  0.198
H: 3.560030 1.622929 -3.284664  0.223
H: 2.033643 0.754875 -3.489085  0.199
H: 1.703434 -1.183130 -2.215500  0.191
H: 2.097905 -2.558366 -0.243595  0.230
H: 3.485857 -3.828396 1.245937  0.168
H: 2.082312 -3.030715 2.018527  0.213
H: 3.529042 -3.432489 2.980978  0.196
H: 4.770639 0.407277 1.274487  0.226
H: 4.341890 1.808257 -0.703998  0.216
H: 0.528673 -0.133203 0.102670  0.263

Forces on atoms 1 to 2 (eV/Å):
-0.1429 0.0846 0.2840
0.0263 -0.5777 -0.1140

Output
- DFT total energy (eV) = -59821.795
- orbital gap (eV) = 8.453
- max |F| (eV/A) = 1.051
- multiplicity = 1
- charge = 0
- SMILES = CCN(c1ccccc1)S(=O)(=O)c1ccc(Cl)c(C(=O)NCCc2ccc(OC)cc2)c1
- ΔE to the lowest compared entry with this formula, charge and spin (kJ/mol) = 63.6